[1]
Below is a molecular structure, C38H60GeN6O3RhS, with properties calculated with the ωB97M-V functional and the def2-TZVPD basis.

XYZ file:
```
110
Properties=species:S:1:pos:R:3:forces:R:3
Rh 0.015 -0.647 -0.290 0.24 0.27 -0.07
C 3.731 3.246 -7.518 -0.02 -0.01 0.02
C 2.650 2.548 -6.735 0.00 0.01 -0.02
C 1.631 1.891 -7.417 -0.01 -0.01 0.01
C 0.654 1.198 -6.718 0.00 -0.01 -0.02
C 0.658 1.214 -5.337 0.01 -0.01 -0.01
C 1.646 1.907 -4.631 -0.10 0.02 0.01
N 1.571 1.907 -3.239 0.27 -0.19 -0.01
C 1.758 3.006 -2.405 -0.15 0.09 0.02
C 1.555 4.288 -2.871 -0.11 -0.03 -0.01
C 1.774 5.423 -2.052 0.00 0.07 0.01
C 2.229 5.224 -0.743 -0.06 -0.01 -0.01
C 2.388 3.953 -0.239 0.02 0.00 0.05
C 2.095 2.781 -1.020 0.06 -0.10 -0.08
C 2.032 1.518 -0.366 -0.12 0.17 0.47
O 2.292 1.410 0.874 -0.12 -0.06 0.30
O 1.627 0.438 -1.037 -0.20 -0.43 -0.07
C 2.686 2.538 -5.336 0.03 0.01 0.01
C 3.852 3.141 -4.603 0.00 0.00 -0.01
H 3.502 3.230 -8.584 0.00 0.01 -0.01
H 4.701 2.763 -7.377 0.01 0.01 -0.01
H 3.842 4.286 -7.205 0.02 0.01 0.00
H 1.611 1.917 -8.500 0.02 -0.02 -0.02
H -0.125 0.668 -7.250 -0.02 -0.01 -0.01
H -0.111 0.700 -4.774 -0.05 0.03 0.01
H 1.495 1.025 -2.737 -0.02 0.05 -0.04
H 1.256 4.421 -3.905 0.01 0.01 -0.03
H 1.635 6.419 -2.451 0.00 0.02 -0.02
H 2.449 6.080 -0.114 0.02 0.01 0.02
H 2.724 3.797 0.777 0.01 0.00 0.00
H 3.726 4.214 -4.438 0.01 0.00 0.01
H 4.776 2.990 -5.163 0.01 0.00 -0.01
H 3.965 2.684 -3.621 0.00 0.01 0.00
C -3.468 -2.754 1.503 0.03 -0.01 0.03
N -3.960 -1.390 1.589 -0.04 -0.02 0.00
C -4.054 -0.981 2.975 -0.03 0.01 -0.01
C -3.083 -0.466 0.873 0.03 0.03 0.00
C -2.983 -0.759 -0.607 -0.06 0.03 0.01
C -4.168 -0.843 -1.338 0.00 -0.01 0.01
C -4.155 -1.027 -2.711 0.02 0.01 0.01
C -2.940 -1.140 -3.372 0.01 0.01 0.02
C -1.759 -1.099 -2.645 -0.03 -0.08 -0.05
C -1.756 -0.908 -1.259 0.02 -0.15 -0.04
H -4.145 -3.417 2.045 0.00 -0.02 0.00
H -2.455 -2.859 1.926 0.00 0.00 0.00
H -3.436 -3.073 0.463 0.02 -0.02 -0.02
H -4.706 -1.666 3.521 -0.01 0.00 0.01
H -4.475 0.024 3.039 0.01 0.01 0.01
H -3.070 -0.969 3.477 0.02 -0.01 0.01
H -2.079 -0.452 1.323 -0.06 -0.02 -0.03
H -3.497 0.540 0.997 0.05 0.01 0.03
H -5.107 -0.756 -0.804 -0.03 0.01 0.00
H -5.086 -1.077 -3.263 -0.01 0.00 0.00
H -2.910 -1.279 -4.446 0.00 0.00 -0.01
H -0.815 -1.232 -3.165 0.02 -0.02 0.01
C -1.951 1.449 5.364 0.00 0.02 -0.03
C -1.540 2.205 4.104 0.01 -0.02 0.08
C -0.103 2.713 4.141 -0.03 -0.05 0.02
C 0.956 1.618 4.219 -0.08 0.13 0.04
N 0.857 0.700 3.089 1.17 0.08 -0.29
C 0.591 -0.571 3.210 -0.27 -0.25 -0.16
S 0.486 -1.672 1.907 0.05 0.24 0.10
N 0.406 -1.107 4.500 -0.10 -0.02 -0.15
C 1.676 -1.445 5.173 -0.04 0.11 0.06
C 1.424 -2.371 6.362 0.04 -0.03 -0.03
C 1.572 -3.857 6.031 -0.06 0.01 -0.01
C 0.587 -4.365 4.982 0.06 0.00 0.04
H -3.015 1.208 5.344 -0.01 -0.02 0.01
H -1.761 2.050 6.258 -0.02 0.01 0.01
H -1.399 0.513 5.463 0.00 0.00 0.01
H -2.204 3.062 3.962 0.01 -0.02 -0.03
H -1.663 1.568 3.225 -0.05 -0.02 -0.05
H 0.037 3.381 4.998 0.01 -0.01 0.01
H 0.090 3.301 3.250 0.03 0.18 -0.24
H 0.866 1.069 5.153 -0.03 0.04 -0.06
H 1.946 2.079 4.172 0.01 -0.05 0.07
H 1.385 1.006 2.200 -0.71 -0.15 -0.10
H -0.159 -1.942 4.408 0.10 -0.05 -0.05
H 2.145 -0.515 5.500 0.02 -0.03 0.01
H 2.364 -1.923 4.463 0.01 0.00 0.02
H 0.417 -2.173 6.745 0.01 0.02 0.05
H 2.120 -2.119 7.165 0.00 0.00 -0.01
H 1.452 -4.434 6.952 0.01 0.00 -0.01
H 2.592 -4.037 5.680 0.01 -0.01 0.03
H -0.445 -4.192 5.296 -0.03 0.01 -0.01
H 0.708 -5.437 4.823 -0.01 -0.02 -0.01
H 0.737 -3.880 4.016 -0.01 0.00 -0.03
N -1.257 2.099 -1.850 -0.10 0.07 -0.09
C -0.936 2.348 -0.560 0.25 -0.17 -0.28
N -0.829 3.664 -0.218 -0.16 0.03 0.11
O -0.810 1.436 0.276 -0.09 0.09 0.37
H -0.998 2.782 -2.545 0.06 -0.02 0.01
H -1.225 1.131 -2.135 -0.02 0.15 -0.01
H -0.513 4.284 -0.955 0.04 -0.02 0.00
H -0.290 3.788 0.621 0.18 0.03 0.15
C 1.162 -5.280 -2.089 -0.01 0.06 0.02
Ge -0.101 -4.109 -1.131 -0.02 -0.16 0.04
C -1.834 -4.329 -2.041 0.06 0.07 0.01
C -0.359 -4.910 0.658 0.01 0.06 -0.03
C 0.644 -2.336 -1.085 -0.05 0.06 -0.04
H 0.751 -6.288 -2.162 0.00 -0.03 0.00
H 2.116 -5.332 -1.563 0.02 0.00 0.02
H 1.349 -4.908 -3.096 0.00 0.01 -0.03
H -2.136 -5.375 -1.957 -0.01 -0.04 0.00
H -1.766 -4.065 -3.096 0.01 0.00 -0.03
H -2.600 -3.701 -1.589 -0.04 0.02 0.00
H -0.004 -5.942 0.656 -0.02 -0.03 -0.03
H -1.414 -4.909 0.934 -0.04 0.00 0.01
H 0.190 -4.357 1.417 0.04 -0.02 0.05
H 1.500 -2.168 -1.744 0.02 0.05 0.04
```
Positions in Å, forces in eV/Å.

Calculated values
HOMO energy (spin up / spin down)	-1.291 / -4.342	eV
⟨S²⟩	6.030
lowest unoccupied orbital energy (spin up / spin down)	2.39 / 1.98	eV
2S+1	5
net charge	-1


[2]
Below is 3 unconnected molecules or ions with the total composition C38H61ClI3N3O7S, with properties calculated with the ωB97M-V functional and the def2-TZVPD basis.

XYZ file:
```
114
Properties=species:S:1:pos:R:3:forces:R:3
C 0.870 -2.831 -3.797 1.06 -0.02 -0.24
C 2.031 -1.870 -3.291 -1.36 0.48 0.32
C 1.410 -0.401 -3.059 1.97 -0.36 0.10
C 1.815 0.106 -1.621 0.69 0.00 -1.01
N 0.941 -0.366 -0.520 -0.01 0.91 -0.57
C -0.368 0.222 -0.544 -2.57 0.39 0.37
C -1.555 -0.645 -0.773 0.30 2.39 0.34
Cl -1.200 -2.387 -1.052 -0.54 1.42 0.22
C -2.909 -0.093 -0.770 0.66 0.13 -0.71
C -4.115 -1.078 -0.992 -0.07 0.58 2.14
C -4.733 -1.326 0.467 -0.07 -0.67 0.30
C -3.817 -2.274 1.352 0.07 1.95 0.02
O -4.640 -3.104 2.205 1.34 -0.97 -0.31
C -3.781 -4.124 2.684 0.01 -0.53 -0.40
C -3.530 -5.320 1.684 -0.12 1.36 -0.49
O -3.268 -4.049 3.762 -0.46 -0.06 -0.51
C -3.187 1.356 -0.562 2.49 -0.93 0.44
C -4.647 1.880 -0.619 -0.12 -0.29 -0.94
C -5.222 1.886 -2.122 -0.71 0.21 0.63
O -6.605 1.431 -2.068 0.54 -0.08 -0.11
C -5.264 3.322 -2.768 -0.77 -0.30 -1.02
N -4.263 3.517 -3.870 0.13 0.42 1.51
C -2.011 2.216 -0.308 -0.62 -2.40 -0.77
C -0.650 1.631 -0.318 -1.39 0.13 0.21
S 0.694 2.830 0.021 -0.94 -0.14 0.58
C -0.091 3.837 1.334 -1.38 0.41 0.38
C -1.525 4.108 1.114 0.85 0.91 1.79
C -2.306 4.866 2.093 2.90 -0.73 0.33
C -1.603 5.333 3.290 0.97 -0.14 -0.42
C -2.345 6.114 4.433 0.17 -0.18 -1.40
I -2.723 4.599 5.990 0.22 0.45 -0.22
C -3.657 6.859 3.944 -0.15 0.34 0.86
C -5.019 6.237 4.421 -0.76 0.72 -0.93
C -0.165 5.094 3.488 -0.33 -1.00 -2.04
C 0.635 4.332 2.503 -2.37 0.46 -0.14
C 2.156 4.053 2.665 -0.51 1.19 -0.88
I 2.424 2.254 3.867 -0.27 0.23 -0.33
C 2.980 5.313 3.178 0.78 -0.69 0.88
C 4.142 4.965 4.179 0.29 0.37 0.40
I 3.968 6.222 1.431 -0.54 -0.11 0.45
N -2.191 3.628 -0.080 0.99 -0.68 1.40
H 0.999 -2.937 -4.910 -0.32 -0.32 1.09
H -0.152 -2.427 -3.606 0.96 -0.23 -0.06
H 0.960 -3.805 -3.252 -0.19 0.60 -0.86
H 2.460 -2.230 -2.317 -0.57 0.23 -0.84
H 2.898 -1.819 -4.009 -1.02 -0.09 0.55
H 0.316 -0.357 -3.281 0.89 -0.01 0.34
H 1.968 0.259 -3.788 -0.93 -0.37 0.74
H 2.840 -0.323 -1.413 -1.03 0.53 -0.16
H 1.955 1.221 -1.672 -0.35 -0.78 0.29
H 1.447 -0.168 0.347 -0.57 0.03 -0.04
H -3.796 -2.078 -1.372 -0.24 1.05 -0.04
H -4.941 -0.629 -1.592 0.99 -0.42 0.16
H -5.776 -1.757 0.412 1.15 0.21 -0.08
H -4.836 -0.374 1.052 0.09 -0.76 -0.75
H -3.231 -1.591 2.039 -0.35 -0.81 -0.70
H -3.058 -2.831 0.744 -0.95 0.10 0.42
H -3.815 -6.289 2.158 0.37 0.85 -0.42
H -2.444 -5.281 1.381 -1.03 -0.33 0.63
H -4.103 -5.116 0.736 0.37 -0.48 1.08
H -4.786 2.925 -0.243 0.35 -0.93 -0.09
H -5.378 1.247 -0.042 1.04 0.57 -0.47
H -4.671 1.161 -2.775 -0.09 0.84 0.52
H -6.627 0.461 -2.109 0.06 0.52 0.08
H -6.276 3.449 -3.256 0.89 -0.38 0.74
H -5.202 4.160 -2.016 0.21 -0.96 -0.66
H -3.859 2.622 -4.150 -0.11 0.35 0.14
H -3.518 4.078 -3.446 0.03 -0.41 -0.61
H -3.388 5.037 1.899 0.97 -0.09 0.38
H -1.650 6.848 4.911 -0.57 -0.86 -0.41
H -3.662 6.997 2.826 0.15 -0.35 1.12
H -3.597 7.906 4.364 -0.12 -1.07 -0.40
H -5.211 5.206 4.007 0.42 0.93 0.69
H -5.176 6.284 5.530 0.40 -0.29 -1.07
H -5.839 6.881 3.979 0.80 -0.62 0.43
H 0.378 5.462 4.396 -0.89 -0.32 -0.84
H 2.574 3.802 1.652 -0.49 -0.13 1.24
H 2.355 6.106 3.650 0.34 -0.70 -0.70
H 4.812 5.852 4.366 -0.81 -0.77 -0.39
H 3.734 4.677 5.187 0.20 0.15 -1.03
H 4.796 4.131 3.819 -0.68 0.72 0.18
H -3.171 3.886 0.029 0.30 -0.36 -0.40
C 4.190 -4.928 -6.854 -0.05 0.12 -0.04
O 4.694 -3.858 -6.069 0.06 -0.30 0.04
C 5.067 -4.270 -4.759 0.15 0.47 -0.13
C 6.572 -4.446 -4.640 -0.13 -0.48 0.15
O 7.035 -5.528 -5.442 -0.11 0.27 -0.13
C 7.619 -5.093 -6.658 0.13 -0.07 0.02
H 4.165 -4.603 -7.895 -0.01 0.08 0.08
H 4.821 -5.817 -6.782 -0.01 0.02 0.04
H 3.171 -5.174 -6.538 -0.01 -0.10 -0.02
H 4.541 -5.187 -4.475 0.09 -0.03 -0.03
H 4.752 -3.477 -4.074 0.01 -0.04 0.05
H 6.816 -4.693 -3.602 -0.02 0.05 0.00
H 7.097 -3.520 -4.897 -0.09 0.00 -0.05
H 8.618 -4.686 -6.467 -0.01 0.06 -0.09
H 7.010 -4.337 -7.159 -0.01 0.00 0.05
H 7.716 -5.955 -7.319 -0.01 -0.03 0.11
C 1.614 -2.956 1.679 0.02 0.06 -0.02
O 2.034 -2.128 2.754 -0.01 -0.28 -0.01
C 1.683 -2.663 4.025 0.29 0.39 0.02
C 2.873 -3.332 4.694 -0.32 -0.39 0.01
O 3.287 -4.493 3.980 0.06 0.29 -0.12
C 4.426 -4.257 3.172 0.07 -0.11 0.06
H 2.124 -2.624 0.774 -0.07 0.08 0.05
H 1.863 -4.007 1.853 -0.01 0.02 0.06
H 0.534 -2.854 1.531 -0.01 -0.08 -0.09
H 0.842 -3.358 3.937 0.07 -0.04 0.00
H 1.359 -1.822 4.647 -0.03 -0.03 0.04
H 2.573 -3.663 5.693 -0.01 0.05 0.00
H 3.704 -2.630 4.809 -0.04 0.03 -0.08
H 5.324 -4.209 3.799 0.05 0.06 -0.08
H 4.337 -3.332 2.596 -0.03 0.00 0.04
H 4.532 -5.090 2.477 -0.06 -0.03 0.09
```
Positions in Å, forces in eV/Å.

Calculated values
HOMO energy	-8.131	eV
lowest unoccupied orbital energy	-0.28	eV
net charge	0
SMILES	CCCCNc1c(Cl)c(CCCOC(C)=O)c(C[C@@H](O)CN)c2c1Sc1c(cc([C@H](I)CC)cc1[C@H](I)[C@@H](C)I)N2.COCCOC.COCCOC


[3]
Below is 9 unconnected molecules or ions with the total composition C38H61FN8, with properties calculated with the ωB97M-V functional and the def2-TZVPD basis.

XYZ file:
```
108
Properties=species:S:1:pos:R:3:forces:R:3
F -5.846 1.644 -3.464 0.00 0.06 0.01
C -4.764 2.424 -3.656 -0.11 -0.38 -0.25
C -3.859 2.556 -2.626 0.06 0.40 0.36
C -2.758 3.376 -2.825 -0.13 0.13 -0.37
C -2.577 3.999 -4.055 0.14 0.34 0.22
C -3.497 3.838 -5.086 0.52 -0.18 0.26
C -4.600 3.022 -4.894 -0.12 -0.06 0.05
H -4.059 2.132 -1.650 -0.07 -0.21 -0.11
H -2.068 3.574 -2.015 0.04 -0.08 -0.01
H -1.737 4.672 -4.182 0.03 -0.13 -0.09
H -3.288 4.324 -6.030 -0.28 -0.01 -0.07
H -5.333 2.840 -5.668 -0.01 0.05 0.00
C -1.605 -3.677 -4.689 0.12 -0.56 0.21
C -2.300 -4.805 -3.921 0.35 -0.01 -0.45
C -2.459 -4.462 -2.445 -0.45 -0.01 0.23
C -3.048 -5.562 -1.681 0.13 0.08 -0.14
N -3.514 -6.437 -1.105 -0.08 -0.20 0.16
H -1.408 -4.022 -5.705 -0.11 0.25 -0.10
H -0.640 -3.468 -4.225 -0.03 0.17 -0.01
H -2.199 -2.764 -4.693 0.00 0.04 -0.09
H -1.705 -5.716 -4.033 0.04 0.04 0.17
H -3.256 -5.046 -4.389 -0.14 0.14 0.22
H -3.131 -3.611 -2.312 0.10 0.07 -0.11
H -1.506 -4.198 -1.984 0.08 0.02 -0.12
C -4.395 0.837 1.215 0.47 0.11 0.05
C -3.448 -0.356 1.257 -0.29 -0.66 -0.27
C -3.079 -0.853 -0.147 0.03 -0.01 -0.08
C -4.198 -1.522 -0.811 0.45 0.23 0.20
N -5.057 -2.066 -1.335 -0.47 -0.24 -0.27
H -5.157 0.693 0.448 -0.15 -0.12 0.13
H -3.871 1.762 0.959 0.04 -0.02 0.10
H -4.870 0.962 2.186 -0.11 0.16 -0.07
H -3.957 -1.186 1.756 0.04 0.02 0.04
H -2.518 -0.224 1.810 -0.10 0.45 0.11
H -2.251 -1.564 -0.109 0.00 0.00 -0.02
H -2.767 -0.038 -0.806 0.06 0.06 0.09
C -0.041 1.070 -7.586 0.25 -0.20 0.01
C -0.669 0.122 -6.560 -0.43 0.23 -0.43
C -0.961 0.726 -5.181 -0.39 0.09 -0.05
C 0.066 1.633 -4.670 -0.19 -0.57 -0.21
N 0.865 2.364 -4.298 0.33 0.31 0.26
H -0.244 2.121 -7.380 -0.13 0.00 0.02
H -0.436 0.823 -8.571 0.08 0.13 -0.08
H 1.041 0.952 -7.633 0.01 0.09 0.08
H -0.095 -0.800 -6.486 0.11 0.05 0.16
H -1.643 -0.157 -6.968 -0.01 -0.21 0.21
H -1.164 -0.071 -4.465 0.19 0.07 0.13
H -1.880 1.324 -5.225 0.08 0.00 -0.07
C 5.336 1.831 0.180 0.64 0.26 -0.03
C 5.150 3.286 -0.253 -0.71 -0.55 -0.26
C 6.424 4.120 -0.273 0.92 -0.78 0.01
C 7.618 3.311 -0.602 -0.49 0.32 -0.14
N 8.545 2.685 -0.845 0.32 -0.22 -0.08
H 5.863 1.765 1.136 -0.49 -0.08 0.21
H 5.994 1.295 -0.508 -0.14 0.10 -0.18
H 4.371 1.329 0.163 0.04 -0.12 0.38
H 4.438 3.791 0.400 0.03 -0.03 0.09
H 4.661 3.225 -1.231 0.28 0.39 -0.12
H 6.648 4.478 0.735 -0.28 0.42 -0.11
H 6.391 4.915 -1.013 -0.14 0.31 0.28
C 2.439 3.239 6.009 -0.25 -0.29 0.19
C 2.314 2.004 5.138 0.15 -0.29 -0.06
C 2.556 2.245 3.645 0.43 0.05 -0.44
C 3.642 3.198 3.378 -0.24 -0.22 0.21
N 4.477 3.957 3.179 0.28 0.20 -0.13
H 1.733 4.008 5.696 0.06 0.13 0.07
H 3.451 3.637 5.995 0.01 0.11 -0.10
H 2.216 2.951 7.038 -0.04 0.19 0.02
H 1.330 1.543 5.241 -0.06 0.09 -0.03
H 3.021 1.241 5.475 0.05 0.05 -0.02
H 1.690 2.629 3.100 -0.16 -0.04 0.24
H 2.852 1.317 3.152 -0.16 -0.04 0.06
C 1.293 0.267 0.897 -0.36 0.34 -0.54
C 0.075 0.935 0.261 -0.05 -0.40 0.19
C 0.148 0.994 -1.261 0.75 0.16 -0.35
C -0.111 -0.311 -1.870 0.00 0.32 0.16
N -0.284 -1.346 -2.330 -0.12 -0.34 -0.09
H 2.231 0.761 0.634 -0.07 0.11 0.00
H 1.336 -0.750 0.504 0.18 -0.14 0.41
H 1.136 0.322 1.969 0.25 -0.54 0.10
H -0.087 1.912 0.714 -0.05 0.14 -0.28
H -0.778 0.304 0.514 -0.15 0.26 0.22
H 1.167 1.240 -1.586 -0.11 0.21 0.06
H -0.488 1.747 -1.727 -0.18 -0.10 0.09
C 1.850 -5.094 1.182 -0.43 0.85 0.35
C 2.135 -4.442 2.539 -0.31 -0.98 0.67
C 2.282 -2.939 2.433 -0.17 0.02 -0.56
C 2.659 -2.274 3.673 0.22 0.28 0.05
N 2.990 -1.718 4.623 -0.13 -0.14 -0.08
H 0.909 -4.662 0.818 -0.04 -0.29 -0.01
H 1.721 -6.163 1.309 0.11 -0.10 -0.27
H 2.576 -4.835 0.412 0.31 -0.30 0.15
H 2.956 -4.912 3.091 0.38 0.22 -0.50
H 1.300 -4.687 3.209 -0.14 0.27 -0.19
H 1.337 -2.521 2.076 -0.01 0.12 0.22
H 3.006 -2.702 1.649 0.19 0.12 0.21
C -2.388 -1.633 6.923 -0.22 -1.00 -0.33
C -0.940 -2.115 6.946 -0.32 -0.19 0.81
C 0.050 -1.159 6.302 -0.35 1.06 0.03
C -0.161 -0.967 4.865 0.36 -0.46 -0.56
N -0.308 -0.836 3.730 -0.12 0.03 0.46
H -2.532 -0.681 7.426 -0.01 0.19 -0.23
H -3.028 -2.375 7.411 0.18 0.13 0.27
H -2.772 -1.660 5.898 0.10 0.63 0.01
H -0.902 -3.124 6.534 0.23 0.11 -0.28
H -0.631 -2.233 7.991 0.04 0.06 -0.08
H 1.086 -1.382 6.547 0.10 -0.27 -0.45
H -0.109 -0.141 6.695 -0.05 -0.28 0.25
```
Positions in Å, forces in eV/Å.

Calculated values
HOMO energy	-9.732	eV
lowest unoccupied orbital energy	0.24	eV
net charge	0
SMILES	Fc1ccccc1.CCCC#N.CCCC#N.CCCC#N.CCCC#N.CCCC#N.CCCC#N.CCCC#N.CCCC#N